Computed, not measured: C6H8IN2 as an isolated structure in a non-equilibrium geometry, with ωB97M-V/def2-TZVPD.

Structure (XYZ):
```
17
C6H8IN2 | OMol25 | ωB97M-V/def2-TZVPD
C -0.846 1.739 -0.700
C 0.388 1.669 -0.044
C -1.609 0.566 -0.667
C -1.040 -0.624 -0.377
C 0.884 0.506 0.430
C 0.915 -1.928 0.152
N 0.246 -0.701 0.152
N 2.120 0.440 1.116
I 3.687 0.132 -0.150
H -1.199 2.643 -1.113
H 1.046 2.506 -0.086
H -2.652 0.635 -0.983
H -1.529 -1.594 -0.578
H 1.676 -1.951 -0.627
H 1.494 -2.240 1.028
H 0.140 -2.646 -0.072
H 2.385 1.527 1.700
```

Properties
energy above the lowest of the compared OMol25 structures with the same formula, charge and spin: 0.00 kcal/mol
LUMO level: -4.88 eV
highest occupied orbital energy: -13.1 eV
net charge: +1

The natural (NBO) scheme yields these atomic charges, measured in e:
1. C -0.045
2. C -0.264
3. C -0.251
4. C 0.095
5. C 0.402
6. C -0.436
7. N -0.272
8. N -0.820
9. I 0.391
10. H 0.251
11. H 0.252
12. H 0.264
13. H 0.250
14. H 0.239
15. H 0.262
16. H 0.229
17. H 0.452

=====

Computed, not measured: one molecule with the formula C3H9BrNPS in a non-equilibrium geometry, with ωB97M-V/def2-TZVPD.

Structure (XYZ):
```
16
C3H9BrNPS | OMol25 | ωB97M-V/def2-TZVPD
C -0.792 -1.173 0.594
N -0.230 0.140 0.579
C -0.926 1.015 1.552
P 1.095 0.486 -0.335
C 0.581 -0.124 -2.272
S 1.774 2.175 0.015
Br 2.426 -1.166 0.193
H -0.587 -1.879 -0.289
H -0.310 -1.747 1.461
H -1.807 -1.042 0.809
H -0.394 1.963 1.291
H -1.932 1.114 1.477
H -0.527 0.825 2.542
H 1.429 0.413 -2.689
H 0.535 -1.231 -2.397
H -0.333 0.233 -2.531
```

Properties
energy above the lowest of the compared OMol25 structures with the same formula, charge and spin: 19.03 kcal/mol
SMILES: CN(C)[P@@](C)(=S)Br
LUMO level: 0.60 eV
highest occupied orbital energy: -9.2 eV

The natural (NBO) scheme yields these atomic charges, measured in e:
1. C -0.411
2. N -0.827
3. C -0.410
4. P 1.282
5. C -0.824
6. S -0.488
7. Br -0.228
8. H 0.214
9. H 0.188
10. H 0.199
11. H 0.233
12. H 0.199
13. H 0.196
14. H 0.232
15. H 0.232
16. H 0.212

=====

Computed, not measured: one molecule with the formula C4H6O, with ωB97M-V/def2-TZVPD.

Structure (XYZ):
```
11
C4H6O | OMol25 | ωB97M-V/def2-TZVPD
C 0.240 1.215 -0.379
O 1.089 0.173 -0.544
C 0.377 -1.035 -0.387
C -0.554 -0.806 0.791
C -0.878 0.398 1.228
H 0.795 2.153 -0.299
H -0.596 1.269 -1.086
H 1.106 -1.833 -0.222
H -0.201 -1.262 -1.297
H -0.982 -1.676 1.284
H -0.396 1.404 0.909
```

Properties
energy above the lowest of the compared OMol25 structures with the same formula, charge and spin: 93.37 kcal/mol
LUMO level: 0.84 eV
highest occupied orbital energy: -8.7 eV

The natural (NBO) scheme yields these atomic charges, measured in e:
1. C -0.061
2. O -0.477
3. C -0.105
4. C -0.379
5. C -0.209
6. H 0.205
7. H 0.170
8. H 0.204
9. H 0.178
10. H 0.241
11. H 0.233

=====

Computed, not measured: C44H47N2O5P3V as an isolated structure, with ωB97M-V/def2-TZVPD.

Structure (XYZ):
```
102
C44H47N2O5P3V | OMol25 | ωB97M-V/def2-TZVPD
V 0.198 -0.276 -0.755
O -3.816 2.449 -0.436
C -2.621 1.626 -0.758
O -0.177 1.395 -0.494
C -2.869 0.243 -0.804
C -4.206 -0.246 -0.855
C -4.460 -1.584 -0.901
C -3.389 -2.498 -0.918
C -2.137 -1.981 -0.873
N -1.838 -0.653 -0.801
C -0.921 -2.847 -0.908
O -0.914 -4.036 -1.007
O 0.179 -2.082 -0.829
H -5.017 0.467 -0.854
H -5.481 -1.940 -0.933
H -3.522 -3.568 -0.974
C -0.006 1.368 2.361
C -1.182 2.201 1.849
P -1.369 2.530 0.059
C -0.363 3.913 -0.549
C 0.363 3.839 -1.737
C 1.074 4.943 -2.186
C 1.085 6.115 -1.444
C 0.367 6.194 -0.259
C -0.369 5.103 0.177
C -2.981 3.620 0.260
C -3.639 3.815 -1.054
C -4.875 4.601 -1.118
C -5.435 5.052 0.008
C -4.796 4.858 1.302
C -3.624 4.217 1.424
P 0.296 -0.339 1.751
C 1.811 -0.739 2.662
C 3.028 -0.196 2.252
C 4.168 -0.389 3.015
C 4.100 -1.120 4.194
C 2.891 -1.658 4.608
C 1.746 -1.470 3.847
C -0.968 -1.470 2.356
C -2.133 -1.058 2.994
C -3.090 -1.995 3.362
C -2.882 -3.341 3.099
C -1.713 -3.759 2.476
C -0.758 -2.828 2.104
H -0.056 1.307 3.452
H 0.936 1.878 2.137
H -1.143 3.170 2.351
H -2.141 1.758 2.127
H 0.354 2.928 -2.323
H 1.621 4.889 -3.118
H 1.647 6.971 -1.792
H 0.373 7.107 0.322
H -0.941 5.186 1.095
H -3.048 3.711 -1.957
H -5.291 4.826 -2.091
H -6.350 5.627 -0.033
H -5.268 5.289 2.175
H -3.137 4.147 2.386
H 3.080 0.386 1.342
H 5.110 0.037 2.695
H 4.990 -1.267 4.791
H 2.835 -2.226 5.527
H 0.807 -1.894 4.178
H -2.297 -0.015 3.232
H -3.992 -1.673 3.865
H -3.628 -4.069 3.391
H -1.547 -4.809 2.276
H 0.158 -3.152 1.618
O 2.220 0.330 -0.876
C 3.442 -0.347 -1.307
C 3.397 -0.692 -2.776
C 2.245 -1.650 -3.141
C 1.053 -0.949 -3.738
C 0.831 -1.022 -5.107
C -0.218 -0.329 -5.683
C -1.034 0.441 -4.870
C -0.778 0.464 -3.518
N 0.235 -0.217 -2.952
H 2.188 1.225 -1.243
H 3.484 -1.239 -0.684
H 4.277 0.310 -1.064
H 4.354 -1.154 -3.025
H 3.342 0.223 -3.374
H 1.943 -2.225 -2.263
H 2.600 -2.372 -3.874
H 1.491 -1.626 -5.714
H -0.393 -0.387 -6.749
H -1.863 1.007 -5.272
H -1.400 1.046 -2.848
C 4.813 -3.701 -0.091
P 3.070 -3.641 0.496
C 3.296 -4.298 2.194
C 2.381 -5.122 -0.344
H 5.279 -4.662 0.132
H 5.395 -2.911 0.386
H 4.849 -3.546 -1.172
H 3.783 -5.275 2.186
H 2.330 -4.389 2.694
H 3.906 -3.601 2.772
H 3.110 -5.932 -0.397
H 2.036 -4.877 -1.348
H 1.510 -5.473 0.213
```

Properties
energy above the lowest of the compared OMol25 structures with the same formula, charge and spin: 70.50 kcal/mol
LUMO level (spin up / spin down): -6.15 / -5.79 eV
highest occupied orbital energy (spin up / spin down): -12.4 / -12.4 eV
net charge: +2
spin multiplicity: 2

Atomic partial charges in e from the Mulliken method, atoms 1 to 99:
1. V 0.435
2. O -0.239
3. C -0.519
4. O -0.344
5. C 0.303
6. C -1.179
7. C -0.963
8. C -0.796
9. C 0.206
10. N 1.320
11. C -0.358
12. O -0.582
13. O -0.266
14. H 0.618
15. H 0.493
16. H 0.637
17. C -2.165
18. C -1.204
19. P 2.826
20. C 0.912
21. C -0.340
22. C -0.966
23. C -0.645
24. C -0.867
25. C -0.699
26. C 0.821
27. C 0.390
28. C -1.311
29. C -0.538
30. C -0.680
31. C -1.161
32. P 2.871
33. C 0.854
34. C -0.257
35. C -0.798
36. C -0.681
37. C -0.771
38. C -0.769
39. C 0.247
40. C -0.975
41. C -0.802
42. C -0.813
43. C -0.842
44. C -0.145
45. H 0.699
46. H 0.759
47. H 0.716
48. H 0.608
49. H 0.389
50. H 0.485
51. H 0.418
52. H 0.465
53. H 0.252
54. H 0.426
55. H 0.485
56. H 0.455
57. H 0.462
58. H 0.428
59. H 0.287
60. H 0.490
61. H 0.412
62. H 0.445
63. H 0.450
64. H 0.344
65. H 0.471
66. H 0.426
67. H 0.494
68. H 0.200
69. O -0.294
70. C -0.549
71. C -0.950
72. C -0.461
73. C 0.467
74. C -1.052
75. C -0.627
76. C -1.287
77. C 0.022
78. N 0.972
79. H 0.085
80. H -0.223
81. H 0.550
82. H 0.569
83. H 0.389
84. H -0.487
85. H 0.827
86. H 0.561
87. H 0.458
88. H 0.550
89. H 0.476
90. C -1.426
91. P 1.458
92. C -1.250
93. C -1.567
94. H 0.501
95. H 0.344
96. H 0.348
97. H 0.517
98. H 0.293
99. H 0.275

=====

Computed, not measured: one molecule with the formula C4H3NO in a non-equilibrium geometry, with ωB97M-V/def2-TZVPD.

Structure (XYZ):
```
9
C4H3NO | OMol25 | ωB97M-V/def2-TZVPD
O -1.763 1.318 0.334
C -0.840 0.537 0.138
C 0.318 0.691 -0.713
C 1.134 -0.327 -0.523
N 0.494 -1.289 0.453
C -0.607 -0.770 0.863
H 0.514 1.597 -1.233
H 2.170 -0.452 -0.767
H -1.420 -1.306 1.447
```

Properties
energy above the lowest of the compared OMol25 structures with the same formula, charge and spin: 14.14 kcal/mol
SMILES: O=C1C=CN=C1
LUMO level: -1.30 eV
highest occupied orbital energy: -10.1 eV

The natural (NBO) scheme yields these atomic charges, measured in e:
1. O -0.457
2. C 0.468
3. C -0.350
4. C 0.033
5. N -0.377
6. C 0.006
7. H 0.237
8. H 0.220
9. H 0.220

=====

Computed, not measured: C39H44CoN3O2Sb as an isolated structure, with ωB97M-V/def2-TZVPD.

Structure (XYZ):
```
90
C39H44CoN3O2Sb | OMol25 | ωB97M-V/def2-TZVPD
Co -0.540 0.256 -0.199
C -2.779 2.327 0.061
O -2.268 1.114 -0.510
C -3.100 0.333 -1.298
C -4.445 0.564 -1.497
C -5.141 -0.321 -2.315
C -4.500 -1.401 -2.903
C -3.147 -1.620 -2.693
C -2.442 -0.740 -1.889
N -1.060 -0.815 -1.588
N -0.372 -1.594 -2.352
C 0.927 -1.768 -2.191
C 1.682 -1.118 -1.157
O 1.153 -0.384 -0.253
C 3.099 -1.304 -1.110
C 3.703 -2.123 -1.998
C 2.990 -2.818 -3.032
C 3.666 -3.660 -3.926
C 2.978 -4.307 -4.926
C 1.599 -4.114 -5.049
C 0.917 -3.294 -4.177
C 1.602 -2.637 -3.150
H -3.505 2.096 0.840
H -3.232 2.927 -0.727
H -1.922 2.847 0.474
H -4.953 1.397 -1.035
H -6.196 -0.159 -2.484
H -5.060 -2.083 -3.528
H -2.636 -2.460 -3.140
H 3.647 -0.785 -0.336
H 4.776 -2.271 -1.938
H 4.736 -3.789 -3.819
H 3.499 -4.957 -5.615
H 1.059 -4.613 -5.843
H -0.149 -3.153 -4.281
N -0.625 0.553 1.485
C -1.002 0.182 2.626
C -1.582 -1.174 2.838
C -1.293 -2.212 1.954
C -1.841 -3.467 2.153
C -2.684 -3.693 3.234
C -2.983 -2.662 4.110
C -2.434 -1.403 3.915
C -0.857 1.125 3.767
C -1.173 2.472 3.620
C -0.996 3.346 4.681
C -0.498 2.877 5.889
C -0.183 1.534 6.038
C -0.364 0.657 4.981
H -0.616 -2.044 1.125
H -1.609 -4.270 1.467
H -3.105 -4.677 3.394
H -3.646 -2.834 4.947
H -2.686 -0.596 4.591
H -1.581 2.829 2.683
H -1.242 4.392 4.564
H -0.362 3.559 6.718
H 0.209 1.167 6.978
H -0.123 -0.391 5.097
C 5.008 3.049 1.118
C 3.539 2.652 1.177
C 2.958 2.560 -0.232
Sb 3.123 0.815 2.269
C 3.189 1.647 4.276
C 3.248 0.503 5.286
C 4.231 2.710 4.590
C 5.038 -0.221 2.098
C 6.193 0.249 2.973
C 4.767 -1.708 2.337
H 5.131 3.988 0.569
H 5.599 2.294 0.595
H 5.445 3.189 2.106
H 2.984 3.407 1.745
H 3.507 1.833 -0.838
H 3.027 3.523 -0.745
H 1.907 2.259 -0.226
H 2.201 2.117 4.330
H 4.223 0.012 5.272
H 2.500 -0.266 5.089
H 3.092 0.869 6.305
H 5.249 2.328 4.504
H 4.109 3.066 5.618
H 4.138 3.579 3.937
H 5.323 -0.066 1.050
H 5.981 0.098 4.032
H 6.434 1.300 2.823
H 7.094 -0.328 2.745
H 4.469 -1.888 3.373
H 5.665 -2.305 2.151
H 3.970 -2.097 1.699
```

Properties
LUMO level (spin up / spin down): -4.32 / -4.28 eV
highest occupied orbital energy (spin up / spin down): -9.8 / -9.8 eV
net charge: +1

The Mulliken scheme yields these atomic charges, measured in e:
1. Co 0.227
2. C -1.309
3. O -0.387
4. C 0.578
5. C -0.664
6. C -0.702
7. C -0.769
8. C -0.436
9. C 0.636
10. N 0.526
11. N -0.283
12. C -0.131
13. C 0.910
14. O -0.003
15. C -0.678
16. C -1.068
17. C 0.673
18. C -0.936
19. C -0.623
20. C -0.749
21. C -0.441
22. C 0.920
23. H 0.393
24. H 0.563
25. H 0.341
26. H 0.492
27. H 0.422
28. H 0.413
29. H 0.471
30. H 0.587
31. H 0.457
32. H 0.433
33. H 0.405
34. H 0.435
35. H 0.397
36. N 0.060
37. C -0.169
38. C 0.410
39. C -0.210
40. C -0.902
41. C -0.510
42. C -0.879
43. C -0.253
44. C 0.609
45. C 0.056
46. C -0.827
47. C -0.594
48. C -0.922
49. C -0.272
50. H 0.611
51. H 0.466
52. H 0.421
53. H 0.429
54. H 0.535
55. H 0.233
56. H 0.444
57. H 0.423
58. H 0.450
59. H 0.641
60. C -1.450
61. C 0.215
62. C -1.152
63. Sb -0.108
64. C 1.001
65. C -1.442
66. C -1.378
67. C 0.453
68. C -1.557
69. C -1.421
70. H 0.462
71. H 0.278
72. H 0.253
73. H 0.552
74. H 0.238
75. H 0.500
76. H 0.006
77. H -0.200
78. H 0.301
79. H 0.254
80. H 0.401
81. H 0.202
82. H 0.480
83. H 0.323
84. H 0.413
85. H 0.267
86. H 0.254
87. H 0.468
88. H 0.328
89. H 0.434
90. H 0.272

=====

Computed, not measured: one molecule with the formula C25H23N3O4S in a non-equilibrium geometry, with ωB97M-V/def2-TZVPD.

Structure (XYZ):
```
56
C25H23N3O4S | OMol25 | ωB97M-V/def2-TZVPD
C -3.924 -2.158 1.328
C -2.796 -1.262 0.839
O -2.916 0.067 1.351
C -3.748 0.890 0.721
O -4.424 0.594 -0.227
C -3.683 2.285 1.328
C -2.826 3.107 0.419
C -3.272 3.949 -0.549
S -1.957 4.667 -1.405
C -0.856 3.725 -0.396
N 0.435 3.976 -0.487
C 1.528 3.371 -0.180
C 1.947 2.022 0.036
C 1.144 0.880 -0.064
O -0.170 0.839 -0.070
N 1.700 -0.355 -0.183
C 0.844 -1.500 -0.317
C 0.751 -2.374 0.753
C -0.026 -3.513 0.649
C -0.717 -3.786 -0.524
C -1.550 -5.023 -0.658
C -0.602 -2.900 -1.587
C 0.179 -1.756 -1.514
C 0.299 -0.829 -2.682
C 3.072 -0.618 -0.242
O 3.468 -1.733 -0.510
C 3.916 0.521 0.086
C 5.283 0.283 0.258
C 6.125 1.300 0.639
C 5.590 2.562 0.878
C 4.247 2.809 0.698
C 3.371 1.803 0.265
N -1.474 2.980 0.488
H -3.956 -2.166 2.415
H -3.757 -3.170 0.971
H -4.877 -1.801 0.948
H -2.791 -1.220 -0.254
H -1.828 -1.614 1.195
H -4.686 2.705 1.374
H -3.232 2.226 2.317
H -4.283 4.184 -0.805
H 2.360 4.067 -0.213
H -0.637 1.670 0.287
H 1.295 -2.161 1.661
H -0.091 -4.193 1.485
H -2.454 -4.821 -1.228
H -1.824 -5.416 0.318
H -0.987 -5.793 -1.186
H -1.127 -3.113 -2.507
H -0.290 0.072 -2.508
H 1.336 -0.532 -2.835
H -0.065 -1.306 -3.588
H 5.641 -0.722 0.092
H 7.180 1.120 0.771
H 6.234 3.361 1.217
H 3.877 3.794 0.931
```

Properties
energy above the lowest of the compared OMol25 structures with the same formula, charge and spin: 21.72 kcal/mol
SMILES: CCOC(=O)Cc1csc(/N=C\c2c(O)n(-c3ccc(C)cc3C)c(=O)c3ccccc23)n1
LUMO level: -0.27 eV
highest occupied orbital energy: -7.8 eV

The natural (NBO) scheme yields these atomic charges, measured in e:
1. C -0.635
2. C -0.081
3. O -0.504
4. C 0.807
5. O -0.602
6. C -0.523
7. C 0.155
8. C -0.442
9. S 0.403
10. C 0.272
11. N -0.525
12. C 0.214
13. C -0.337
14. C 0.665
15. O -0.668
16. N -0.472
17. C 0.220
18. C -0.209
19. C -0.222
20. C -0.001
21. C -0.631
22. C -0.211
23. C -0.004
24. C -0.641
25. C 0.660
26. O -0.577
27. C -0.136
28. C -0.146
29. C -0.239
30. C -0.169
31. C -0.225
32. C 0.026
33. N -0.567
34. H 0.208
35. H 0.214
36. H 0.223
37. H 0.200
38. H 0.203
39. H 0.242
40. H 0.245
41. H 0.244
42. H 0.185
43. H 0.515
44. H 0.222
45. H 0.214
46. H 0.219
47. H 0.216
48. H 0.226
49. H 0.209
50. H 0.233
51. H 0.222
52. H 0.222
53. H 0.237
54. H 0.218
55. H 0.216
56. H 0.212

=====

Computed, not measured: a 2-piece molecular cluster, C9H20OSi overall in a non-equilibrium geometry, with ωB97M-V/def2-TZVPD.

Structure (XYZ):
```
31
C9H20OSi | OMol25 | ωB97M-V/def2-TZVPD
C 1.515 -0.492 1.057
C 1.061 -0.912 -0.144
Si -0.189 -2.363 -0.327
C -0.204 -2.255 -2.172
C -1.824 -2.147 0.662
C 0.379 -4.086 0.198
H 1.241 -0.966 1.929
H 2.205 0.373 1.008
H 1.450 -0.301 -0.981
H 0.131 -1.150 -2.362
H 0.592 -2.845 -2.581
H -1.110 -2.562 -2.696
H -2.283 -3.033 0.904
H -1.663 -1.565 1.595
H -2.492 -1.484 0.087
H 0.153 -4.272 1.260
H 0.016 -4.891 -0.512
H 1.385 -3.927 -0.036
C 0.907 4.554 0.850
C 0.282 3.146 0.888
C 0.046 2.375 -0.484
C -1.219 1.546 -0.427
O 0.771 2.407 -1.415
H 1.021 4.969 1.778
H 0.200 5.210 0.377
H 1.872 4.633 0.165
H -0.761 3.372 1.256
H 0.940 2.559 1.454
H -1.422 1.138 0.640
H -0.962 0.798 -1.260
H -2.038 2.172 -0.710
```

Properties
energy above the lowest of the compared OMol25 structures with the same formula, charge and spin: 54.23 kcal/mol
SMILES: C=C[Si](C)(C)C.CCC(C)=O
LUMO level: 0.83 eV
highest occupied orbital energy: -9.5 eV

The natural (NBO) scheme yields these atomic charges, measured in e:
1. C -0.371
2. C -0.629
3. Si 1.587
4. C -1.128
5. C -1.082
6. C -1.105
7. H 0.184
8. H 0.193
9. H 0.222
10. H 0.239
11. H 0.241
12. H 0.239
13. H 0.230
14. H 0.234
15. H 0.233
16. H 0.237
17. H 0.245
18. H 0.229
19. C -0.598
20. C -0.514
21. C 0.629
22. C -0.740
23. O -0.545
24. H 0.207
25. H 0.199
26. H 0.213
27. H 0.206
28. H 0.228
29. H 0.238
30. H 0.239
31. H 0.237

=====

What is the formula in the seventh record? C25H23N3O4S